Record 1
27
Properties=species:S:1:pos:R:3 method="wB97M-V/def2-TZVPD" total_charge=0 s_squared=2.045 relative_energy_ev=0.422 energy_ev=-23418.1997 spin_multiplicity=3 homo_lumo_gap_ev="6.458 / 7.739"
C -3.15 0.58 -0.04
C -2.23 0.56 -1.04
C -2.80 1.03 1.25
C -0.93 1.11 -0.85
C -1.51 1.51 1.47
C -0.52 1.44 0.45
C 0.46 -1.76 0.81
C -0.26 -2.49 -0.35
C 0.72 2.08 0.59
C 2.12 0.21 0.75
N 1.33 -0.83 0.24
O 0.23 -1.82 1.97
P 3.64 0.59 -0.17
H -4.09 0.20 -0.24
H -2.66 0.29 -1.99
H -3.45 1.01 2.08
H -0.33 1.18 -1.79
H -1.19 1.74 2.47
H -1.02 -3.23 -0.09
H 0.56 -3.20 -0.69
H -0.68 -1.73 -1.04
H 0.95 2.57 1.48
H 1.30 2.59 -0.09
H 2.22 0.48 1.83
H 1.49 -0.95 -0.76
H 3.35 0.05 -1.37
H 4.36 -0.64 0.24

***

Record 2
27
Properties=species:S:1:pos:R:3 method="wB97M-V/def2-TZVPD" smiles="C[NH+](C)[C@@]1(CO)C=Cc2sccc21" total_charge=+1 relative_energy_ev=0.990 energy_ev=-24960.1481 homo_lumo_gap_ev=8.735
C 1.24 1.61 1.13
C 2.29 2.39 0.86
C 1.02 0.69 0.05
C 1.97 0.67 -0.93
C 1.76 -0.36 -1.87
C 0.73 -1.20 -1.59
C 0.11 -0.52 -0.09
C -1.88 1.11 -0.36
C -2.26 -1.24 -0.45
C 0.43 -1.61 0.97
N -1.37 -0.22 0.06
O -0.13 -1.13 2.21
S 3.10 1.98 -0.66
H 0.70 1.71 1.97
H 2.64 3.20 1.63
H 2.39 -0.47 -2.75
H 0.51 -2.21 -2.14
H -2.98 1.48 -0.16
H -1.18 2.02 0.04
H -1.71 1.20 -1.44
H -2.50 -1.11 -1.61
H -1.97 -2.24 -0.19
H -3.28 -0.93 -0.15
H 1.53 -1.66 1.01
H -0.08 -2.54 0.79
H -1.41 -0.35 1.19
H 0.33 -0.30 2.47

***

Record 3
26
Properties=species:S:1:pos:R:3 method="wB97M-V/def2-TZVPD" total_charge=+1 relative_energy_ev=7.300 energy_ev=-22909.2926 homo_lumo_gap_ev="6.812 / 7.044"
C 4.05 0.62 1.71
C 3.39 0.27 0.76
C 2.76 -0.40 -0.21
C -0.98 1.63 0.63
C -2.05 0.57 1.01
C 0.39 0.97 0.58
C -2.00 -0.69 0.13
C 0.29 -0.15 -0.46
C -0.56 -1.30 0.15
C 1.75 -1.46 -2.02
N 1.68 -0.67 -0.83
S -0.05 -1.79 1.72
H 4.46 1.14 2.63
H -1.09 2.25 -0.27
H -0.99 2.32 1.55
H -1.80 0.15 1.99
H -2.99 0.97 1.06
H 1.06 1.79 0.38
H 0.57 0.57 1.50
H -2.75 -1.37 0.51
H -2.31 -0.51 -0.97
H -0.23 0.02 -1.33
H -0.60 -2.21 -0.48
H 2.03 -2.44 -1.60
H 2.58 -1.16 -2.65
H 0.96 -1.60 -2.79

***

Record 4
25
Properties=species:S:1:pos:R:3 method="wB97M-V/def2-TZVPD" total_charge=0 s_squared=2.005 relative_energy_ev=0.000 energy_ev=-12637.8591 spin_multiplicity=3 homo_lumo_gap_ev="6.464 / 7.453"
C -1.19 0.15 -0.34
C -2.24 0.91 -0.41
C 0.76 1.65 -0.54
C 2.14 1.12 0.08
C 0.96 -0.65 -1.22
C -1.20 -2.19 0.23
C -0.03 0.52 -1.24
C -0.92 -0.90 0.58
C 1.81 -0.42 -0.02
C -0.62 -0.58 1.97
O 2.16 -1.29 0.74
H -3.18 0.77 0.08
H -2.16 1.77 -1.15
H 0.15 2.06 0.20
H 1.07 2.35 -1.29
H 2.98 1.50 -0.72
H 2.46 1.35 1.05
H 0.46 -1.57 -1.24
H 1.61 -0.61 -2.14
H -1.37 -2.75 1.17
H -1.82 -2.36 -0.67
H -0.26 0.81 -2.21
H -0.13 -1.36 2.46
H -1.52 -0.58 2.55
H 0.08 0.32 2.08

***

no.,F_max (eV Å⁻¹)
1,3.2
2,4.5
3,4.1
4,6.5